Below is 11 unconnected molecules or ions with the total composition C92H202F9N5O10P3S3 in a non-equilibrium geometry, with properties calculated with wB97M-V/def2-TZVPD.

## Properties
- Highest occupied orbital energy: -14.1 eV
- Total charge: +5
- Lowest unoccupied orbital energy: -8.009 eV
- Gap between HOMO and LUMO: 0.2239 hartree

Positions of all 324 atoms, in Å:
S -1.778 0.910 7.571
S 2.411 -4.685 8.120
S 0.931 -3.398 -1.478
P -4.820 -6.189 0.426
P -4.068 4.730 -5.154
P 7.620 5.904 -1.934
F 4.558 -3.226 7.876
F 4.650 -4.723 9.398
F -1.341 3.348 6.337
F 0.121 1.757 5.912
F 4.718 -5.335 7.256
F 3.497 -4.017 -2.407
F 2.754 -5.144 -0.689
F 3.491 -3.068 -0.485
F -1.884 1.688 4.934
O 1.956 -3.948 6.926
O 0.262 -4.438 -2.242
O 0.337 -3.227 -0.162
O -0.931 1.444 8.714
O -3.160 1.208 7.804
O -3.398 -7.367 7.716
O 1.950 -3.971 9.305
O -1.553 -0.508 7.257
O 2.093 -6.135 8.021
O 1.047 -2.150 -2.193
N 0.394 -2.097 3.495
N -1.931 -4.812 8.563
N 0.438 -0.976 -5.595
N 3.303 -7.420 4.535
N -0.998 8.277 0.514
C 4.402 -7.791 5.678
C -2.209 7.012 -1.039
C -1.717 4.760 -6.961
C 0.818 -3.598 3.252
C 6.728 5.216 -0.537
C -2.412 7.948 0.073
C -1.286 4.337 -8.373
C 0.609 -1.640 4.996
C -0.947 -7.888 0.080
C -0.350 -10.397 4.336
C -0.370 5.619 3.428
C -3.416 -4.669 8.903
C 3.310 6.191 -4.409
C -4.003 -8.951 4.234
C 4.033 -6.795 2.323
C -7.915 2.729 -6.998
C 0.473 -2.552 -5.482
C -6.556 4.813 -6.422
C 0.197 4.393 -8.568
C -3.161 3.561 -4.005
C -1.189 2.030 6.006
C -0.840 9.637 1.267
C 1.830 -0.400 -5.162
C -4.469 10.101 -5.570
C 1.919 1.101 -5.194
C 9.017 4.771 -2.346
C 1.856 -9.502 5.211
C 7.909 3.249 -4.215
C -8.888 -7.252 0.273
C -1.131 -2.251 3.147
C 8.871 8.424 -2.447
C 8.144 1.989 -4.964
C 3.014 1.641 -4.249
C -7.924 4.175 -6.364
C -1.995 -6.816 0.316
C 8.132 7.552 -1.360
C -0.296 7.099 1.320
C -4.225 7.616 -5.353
C -0.339 -4.427 3.851
C -1.730 -5.555 7.235
C -0.281 8.382 -0.888
C -1.066 -5.480 9.662
C 0.840 0.264 2.550
C 2.640 1.376 -2.783
C -6.352 -7.073 0.103
C -4.015 6.397 -4.466
C -4.798 -5.778 2.201
C -1.485 -3.759 3.262
C 3.347 4.636 -0.159
C 1.913 -7.958 5.023
C -3.186 4.788 -6.847
C -3.795 -3.536 -0.216
C 5.843 3.934 -0.819
C -0.217 0.589 0.205
C -1.778 -1.683 -4.820
C -0.135 4.175 2.799
C 10.861 9.182 -1.095
C 0.973 0.919 1.154
C -10.220 -6.713 0.806
C -0.972 -2.933 -5.103
C 6.550 6.153 -3.466
C 2.808 -3.980 -1.210
C -4.983 -6.901 3.220
C -0.052 4.129 -1.599
C 5.418 7.272 -3.298
C 1.261 -1.235 2.563
C -2.074 -7.043 7.325
C -1.117 6.663 2.554
C -7.659 -6.408 0.526
C -1.975 4.310 -3.276
C 3.623 -7.967 3.146
C 8.700 3.304 -2.921
C -3.962 -8.009 3.063
C -4.079 -2.288 -1.046
C 4.385 7.313 -4.361
C -4.857 -4.601 -0.503
C 3.243 -5.647 2.892
C 4.605 3.767 0.125
C 9.644 9.630 -1.916
C -4.552 8.917 -4.627
C -1.194 7.707 -1.902
C -0.647 -0.668 -4.606
C 0.529 -10.171 5.572
C -5.761 4.096 -5.303
C 4.243 -4.486 8.148
C -1.388 -3.368 8.303
C 0.430 -7.163 -0.014
C -1.069 3.349 -2.516
C -3.461 -7.229 -0.123
C 0.065 -0.543 -7.019
C -2.908 -1.248 -1.020
C 3.222 -5.893 4.449
H -5.559 8.954 -4.211
H 4.757 -8.820 5.620
H -7.707 -5.406 0.100
H -4.078 -8.518 5.232
H 9.072 10.277 -1.251
H 2.282 -10.014 4.348
H -1.079 3.629 2.810
H -1.930 -7.313 6.278
H 1.333 -1.581 1.532
H -6.310 -7.094 -0.986
H 3.953 8.313 -4.335
H -5.679 -5.157 2.367
H -5.517 3.090 -5.643
H 2.327 -5.498 4.929
H 6.852 3.352 -3.971
H -8.922 -7.370 -0.810
H -0.118 -5.479 3.672
H -1.467 -2.855 9.262
H -2.685 -0.987 0.015
H -0.265 9.444 -1.133
H 4.847 4.062 1.146
H 0.521 6.020 3.911
H 7.152 6.208 -4.373
H -6.144 4.775 -7.430
H 6.025 5.203 -3.362
H 3.281 2.052 -2.218
H -0.870 -1.025 -7.305
H 5.087 -6.516 2.344
H -8.670 4.743 -6.922
H -8.936 2.349 -6.965
H 0.670 7.536 1.573
H -2.804 2.752 -4.642
H -3.120 6.458 -3.847
H 9.514 7.810 -3.078
H -4.836 6.284 -3.758
H -4.993 -9.377 4.070
H -2.374 -3.942 3.865
H -5.221 10.039 -6.356
H -1.733 3.368 -8.594
H 4.864 7.297 -5.340
H -4.628 11.065 -5.086
H 2.661 -8.337 2.793
H -0.650 -5.565 7.086
H -1.331 3.970 -6.318
H -3.715 -8.271 0.075
H -3.963 -4.574 7.964
H -6.391 -8.136 0.342
H 6.411 3.012 -0.688
H -1.985 6.087 -0.508
H -2.014 6.173 2.177
H -3.635 3.898 -7.287
H -1.304 -10.896 4.502
H -1.404 -3.484 -5.939
H 0.978 1.544 -4.869
H 2.507 -0.840 -5.894
H 0.631 3.671 -7.876
H 2.529 6.593 -5.055
H -3.392 -7.124 -1.205
H -1.660 -1.663 3.897
H 0.484 -6.484 -0.865
H 2.111 1.551 -6.168
H -2.079 -6.485 1.351
H -5.018 7.310 -6.035
H -0.052 6.253 0.677
H -1.348 7.543 3.154
H 7.713 1.153 -4.413
H -4.816 -6.587 4.250
H 0.716 -6.651 0.905
H -1.096 -8.647 0.848
H 7.742 2.005 -5.977
H 1.471 0.837 3.229
H -1.795 4.955 -9.112
H -3.945 3.198 -3.340
H -1.421 5.010 -3.902
H -0.113 1.004 -0.797
H 5.393 3.823 -1.806
H 0.855 -3.023 -6.388
H -6.606 5.885 -6.228
H -0.434 2.724 -3.144
H 0.061 -2.247 5.717
H -0.185 0.402 2.894
H -1.309 9.547 2.246
H 7.273 7.999 -0.859
H -0.438 4.370 -0.609
H 0.266 4.184 1.786
H -7.255 2.017 -6.501
H 1.709 -7.425 5.951
H -1.213 -4.926 10.589
H -2.426 -1.721 -3.944
H 0.781 3.479 -1.332
H -7.696 -6.187 1.593
H 0.744 8.012 -0.877
H -3.099 7.578 0.834
H 5.287 -7.186 5.482
H -8.285 4.076 -5.340
H -2.910 -4.056 -0.581
H 1.013 2.008 1.178
H -3.922 9.160 -3.771
H -3.707 -3.398 0.862
H 9.673 2.836 -3.076
H -1.587 8.500 -2.539
H 0.355 4.091 -9.603
H -2.940 -7.680 2.874
H -3.368 7.781 -6.006
H -10.546 -5.878 0.185
H 7.611 4.872 0.001
H 1.225 -7.865 -0.266
H -1.992 -1.699 -1.401
H 0.150 -10.802 3.457
H 1.623 1.494 -2.409
H -10.209 -6.209 1.773
H -1.110 0.841 0.778
H 3.891 -7.038 1.270
H 4.883 7.179 -2.353
H -0.060 -5.520 9.243
H -4.414 -2.467 -2.068
H 8.715 7.233 -0.496
H -3.522 5.633 -7.449
H 1.777 -3.683 3.764
H 3.802 -4.726 2.726
H 2.250 -5.590 2.446
H 11.397 10.092 -0.823
H 0.584 3.700 3.467
H -3.513 10.143 -6.092
H 9.941 10.317 -2.708
H 3.568 5.641 0.200
H 3.295 2.677 -4.436
H 2.512 -9.917 5.976
H -3.218 -0.437 -1.679
H 2.482 4.289 0.407
H 2.223 -1.256 3.074
H -3.225 -9.714 4.252
H -0.144 0.521 -6.910
H 8.067 2.783 -2.202
H 0.653 5.348 -8.307
H 9.412 5.379 -3.159
H 6.282 6.001 0.075
H -0.989 -8.381 -0.891
H 3.895 1.061 -4.524
H -2.039 -2.902 7.564
H -7.797 2.842 -8.075
H 1.692 -1.638 5.120
H -1.361 -7.712 7.807
H 4.016 -5.319 4.927
H -0.299 -0.475 -0.020
H 1.216 -2.784 -4.719
H -3.464 -3.798 9.556
H 10.590 8.607 -0.210
H -5.889 -4.273 -0.385
H 3.997 -7.533 6.657
H -6.012 -7.255 3.149
H 9.178 1.666 -5.080
H -0.597 7.035 -2.519
H -1.379 -6.515 9.794
H -11.002 -7.467 0.716
H -0.965 -3.643 -4.276
H -4.194 -8.728 2.278
H -4.743 -4.834 -1.561
H -3.186 6.937 -1.516
H -1.233 10.348 0.540
H 5.904 8.243 -3.207
H -2.748 8.932 -0.254
H 4.352 -8.777 3.182
H 11.494 8.510 -1.675
H -4.977 -1.868 -0.593
H -0.112 -0.702 -3.658
H 2.026 -0.918 -4.224
H -2.396 4.922 -2.478
H -3.640 -5.562 9.486
H 1.162 -7.793 4.251
H -2.429 -1.355 -5.631
H 0.281 -0.608 5.124
H -1.757 -4.048 2.246
H 0.840 -0.696 -7.770
H 0.304 5.031 -2.096
H -1.070 5.570 4.262
H -0.023 -9.508 6.239
H -0.556 -9.408 3.928
H -1.561 2.772 -1.733
H 9.652 4.696 -1.464
H -8.773 -8.312 0.500
H -1.836 -5.917 -0.280
H 1.922 0.556 0.759
H 0.726 -11.131 6.050
H 0.949 -3.742 2.179
H -2.165 -5.096 6.347
H -3.908 -5.200 2.446
H 3.749 5.234 -4.693
H 8.140 4.090 -4.868
H -0.388 -4.378 4.939
H -1.263 5.720 -6.717
H 3.089 4.637 -1.218
H -0.397 -3.229 7.870
H -6.180 4.189 -4.301
H 8.123 8.842 -3.121
H -3.572 -7.880 8.509
H 4.297 2.722 0.146
H 0.216 9.746 1.513
H -1.331 -1.795 2.177
H 2.911 0.390 -2.406
H -1.047 0.331 -4.777
H 2.737 6.035 -3.495